Record 1
18
Properties=species:S:1:pos:R:3:forces:R:3:lowdin_charge:R:1 method="wB97M-V/def2-TZVPD" e_lumo_ev="-0.5 / -1.1" homo_energy_ev="-7.26 / -6.84" charge=0 e_tot_ev=-35701.146 smiles="[H]/N=P/[PH2]=C(P)C#CC#CC" mol_weight_da=187.06 homo_lumo_gap_ev="6.72 / 5.72"
H -2.8197 -3.5128 1.2569 -0.2 -0.1 0.2 -0.040
N -2.1126 -2.9862 0.7801 0.3 -0.1 -0.3 -0.408
P -1.3399 -3.2788 -0.5038 0.3 0.2 0.2 0.639
P -2.0249 -1.3953 -1.9193 -0.1 1.0 -0.5 0.593
C -0.3296 -0.8868 -1.6423 -0.4 -1.1 -0.3 -0.940
P 0.8781 -1.5672 -2.8350 -0.1 0.4 0.1 0.764
C 0.0458 0.0855 -0.7561 0.4 0.5 0.7 -0.184
C 0.4815 0.8713 0.0752 -0.7 -0.9 -1.1 -0.038
C 0.9355 1.7574 0.9769 0.7 1.0 1.1 -0.062
C 1.4085 2.5264 1.7856 -0.5 -0.7 -0.7 -0.064
C 1.9412 3.4516 2.7506 0.1 0.3 0.3 -0.104
H -2.6471 -0.6110 -0.9532 -0.3 0.0 0.4 -0.063
H -2.4927 -0.5908 -3.0067 0.1 -0.2 -0.2 -0.079
H 1.7078 -2.2255 -1.9229 0.3 -0.1 0.2 -0.116
H 0.1256 -2.7228 -3.0986 -0.2 -0.3 -0.2 -0.146
H 2.3075 2.9186 3.6312 0.0 0.1 0.0 0.083
H 1.1663 4.1537 3.0678 0.1 0.0 0.0 0.083
H 2.7687 4.0128 2.3135 0.0 0.0 0.1 0.082

=====

Record 2
34
Properties=species:S:1:pos:R:3:forces:R:3:lowdin_charge:R:1 method="wB97M-V/def2-TZVPD" e_lumo_ev=0.2 homo_energy_ev=-8.27 charge=0 e_tot_ev=-33568.620 smiles="CCCCOC(=O)[C@@H](C)Nc1n[nH]c(=S)[nH]c1=O" mol_weight_da=272.33 homo_lumo_gap_ev=8.50
C -0.0855 -2.2684 0.2945 -0.1 -0.2 -0.1 -0.104
C -1.2620 -3.2103 0.5164 -0.1 0.2 0.1 -0.248
C -2.5934 -2.4787 0.6880 0.2 0.0 -0.4 -0.176
C -3.1013 -1.8004 -0.5839 -0.5 -0.3 0.4 -0.151
O -2.3775 -0.6093 -0.9151 0.3 -0.1 -0.3 0.002
C -2.7211 0.5060 -0.2857 0.2 0.5 -0.1 -0.459
O -3.6009 0.6020 0.5275 -0.1 0.0 0.1 0.128
C -1.7944 1.6653 -0.6904 -0.3 0.0 -0.1 -0.264
C -2.5431 2.9902 -0.6572 0.1 -0.2 0.0 -0.027
N -0.7027 1.6767 0.2572 -0.2 0.2 0.5 0.108
C 0.4923 1.1056 0.0319 0.6 -0.3 -0.8 -0.261
N 0.8602 0.7130 -1.1488 -0.9 0.5 0.6 0.127
N 2.0927 0.1788 -1.2778 0.5 -0.1 0.5 -0.007
C 2.9858 -0.0177 -0.2861 -0.1 -0.1 -0.3 -0.888
S 4.4484 -0.7182 -0.5318 0.5 -0.2 0.0 0.609
N 2.5798 0.4109 0.9612 -0.2 0.0 -0.3 0.138
C 1.3650 0.9782 1.2350 0.0 0.0 0.2 -0.391
O 1.0266 1.3244 2.3452 -0.1 0.0 -0.1 0.103
H -0.2240 -1.6921 -0.6166 0.1 0.1 0.0 0.057
H 0.8413 -2.8323 0.2111 0.1 0.0 0.0 0.077
H 0.0081 -1.5791 1.1332 0.0 0.1 0.1 0.074
H -1.0785 -3.8031 1.4150 0.0 -0.1 0.0 0.106
H -1.3381 -3.9012 -0.3261 0.0 -0.1 0.0 0.108
H -3.3551 -3.1973 0.9959 -0.1 0.1 0.0 0.117
H -2.5074 -1.7279 1.4760 -0.1 0.0 0.1 0.118
H -4.1559 -1.5334 -0.4591 0.2 -0.1 -0.1 0.126
H -2.9820 -2.4537 -1.4502 0.0 0.1 0.0 0.132
H -1.3625 1.4562 -1.6718 -0.1 0.0 0.1 0.143
H -3.3001 3.0103 -1.4359 -0.1 0.0 0.0 0.087
H -1.8515 3.8132 -0.8129 0.1 0.0 0.0 0.084
H -3.0357 3.1093 0.3048 -0.1 0.0 0.1 0.083
H -0.9160 1.8705 1.2285 0.1 0.0 -0.1 0.155
H 2.3341 -0.1236 -2.2125 0.1 0.0 0.3 0.141
H 3.2327 0.2708 1.7253 -0.1 0.0 -0.2 0.151

=====

Record 3
16
Properties=species:S:1:pos:R:3:forces:R:3:lowdin_charge:R:1 method="wB97M-V/def2-TZVPD" e_lumo_ev=0.7 homo_energy_ev=-7.75 charge=0 e_tot_ev=-9874.076 mol_weight_da=103.12 homo_lumo_gap_ev=8.47
C -0.8995 0.8179 -0.5839 0.4 0.6 2.6 0.009
C -0.7531 -1.6209 -1.1336 0.0 -0.1 0.1 -0.080
C -0.0772 -0.3509 -0.6746 1.2 -1.2 0.7 -0.347
N 1.8305 0.5345 0.6063 -0.5 0.0 0.3 0.087
C 1.0560 -0.4622 0.1055 -0.7 -0.3 -1.7 -0.152
O -1.0936 0.6502 1.1882 -0.1 0.3 -1.1 -0.234
O -0.8402 1.7093 2.1258 -0.1 0.4 -0.9 -0.102
H 0.1325 1.7481 2.1685 -0.3 -0.3 -0.1 0.057
H 2.6898 0.2560 1.0634 -0.3 0.7 -0.3 0.104
H 1.6425 1.4744 0.2764 0.6 -0.3 0.4 0.103
H -0.4256 1.7887 -0.6952 -0.2 0.2 0.1 0.096
H -1.8886 0.7451 -1.0303 0.1 0.2 0.2 0.105
H 1.4423 -1.4537 0.3244 0.0 0.0 -0.2 0.126
H -1.3261 -1.4371 -2.0460 0.1 -0.1 0.0 0.073
H -0.0352 -2.4235 -1.3216 -0.1 0.1 -0.1 0.072
H -1.4544 -1.9759 -0.3734 -0.1 0.0 0.0 0.082

=====

Record 4
17
Properties=species:S:1:pos:R:3:forces:R:3:lowdin_charge:R:1 method="wB97M-V/def2-TZVPD" e_lumo_ev=-0.2 homo_energy_ev=-8.22 charge=0 e_tot_ev=-14934.677 smiles=C[C@H]1C[C@@]1(C)NI mol_weight_da=211.05 homo_lumo_gap_ev=7.97
C 0.6427 -1.8521 0.4456 1.8 0.3 0.7 -0.108
C 0.8095 -0.5656 -0.2463 -4.3 1.7 -1.4 -0.214
C -0.1246 -0.2116 -1.3689 -1.2 -1.8 -0.8 -0.122
C -0.6942 0.3605 -0.1235 2.5 -1.6 0.7 -0.609
C -0.5899 1.7579 0.0996 1.3 6.0 -2.6 -0.124
N -1.6408 -0.2969 0.7070 -0.7 -1.9 -4.2 -0.377
I -3.6417 -0.0246 0.0160 0.9 -0.1 0.5 0.688
H -0.3813 -2.2561 0.3979 0.9 -0.1 0.0 0.083
H 0.9424 -1.5400 1.4700 -0.5 -1.0 -0.1 0.088
H 1.5164 -2.4148 0.0592 -0.9 -0.8 0.3 0.087
H 1.7733 -0.2166 -0.4365 1.4 1.2 0.8 0.104
H 0.1154 0.4294 -2.2361 0.2 -0.1 0.9 0.124
H -0.6237 -1.1183 -1.7161 -0.3 0.2 -0.2 0.108
H -0.6728 2.2159 1.0641 0.3 -0.6 1.2 0.064
H -1.3303 2.4638 -0.4269 0.1 -1.5 0.2 0.091
H 0.3437 2.2537 -0.4019 -1.1 -1.2 1.1 0.120
H -1.5545 0.0009 1.6065 -0.2 1.3 3.0 -0.003

=====

Record 5
19
Properties=species:S:1:pos:R:3:forces:R:3:lowdin_charge:R:1 method="wB97M-V/def2-TZVPD" e_lumo_ev=0.9 homo_energy_ev=-8.86 charge=0 e_tot_ev=-18157.576 smiles=NCCNCCS mol_weight_da=120.22 homo_lumo_gap_ev=9.78
N -2.1217 -2.8854 -0.7051 -0.2 -0.4 -0.4 0.003
C -1.6746 -2.5926 0.6277 1.0 -0.2 0.7 -0.295
C -1.3112 -1.1466 0.9399 -0.6 0.2 0.8 -0.267
N -0.1937 -0.6907 0.1748 1.2 -0.1 -0.6 -0.101
C 0.1728 0.7126 0.3201 -0.9 -0.5 0.4 -0.327
C 1.3239 1.0594 -0.5936 -0.2 0.3 -0.1 -0.579
S 2.0111 2.7115 -0.2980 0.0 0.0 0.1 0.690
H -1.6417 -2.3700 -1.4180 0.4 0.1 -0.2 0.047
H -3.0998 -2.7257 -0.8615 -0.4 0.1 0.2 0.061
H -0.7585 -3.1584 0.8651 0.0 0.0 -0.5 0.110
H -2.3555 -3.0211 1.3594 -0.5 0.4 -0.1 0.108
H -0.9909 -1.1193 1.9925 -0.2 0.1 -0.1 0.119
H -2.1914 -0.4741 0.8515 0.1 -0.2 -0.1 0.116
H -0.2380 -0.9203 -0.8083 -0.3 -0.1 0.0 0.097
H 0.4513 0.9036 1.3590 0.1 -0.1 0.0 0.112
H -0.7377 1.3060 0.1408 0.3 0.5 -0.2 0.111
H 2.1273 0.3477 -0.4135 0.1 0.0 -0.1 0.075
H 1.0169 1.0248 -1.6382 0.1 -0.3 0.0 0.066
H 0.8379 3.3599 -0.3625 0.1 0.0 0.0 -0.146